ORCA calculation (ωB97M-V with the def2-TZVPD basis set) on a single C3H2N2O2 molecule at a distorted geometry.

Geometry as XYZ:
```
9
Properties=species:S:1:pos:R:3
N -1.56452 -0.74523 -0.30540
C -0.79544 0.03284 0.29966
O 0.55810 -0.02853 0.66595
C 1.54562 -0.31036 -0.24027
O 1.37250 -0.54549 -1.39616
C -1.27987 2.28875 0.39567
N -1.27023 1.20237 0.89498
H -1.10093 -1.60179 -0.57718
H 2.53718 -0.28426 0.26243
```

**Energy relative to the best compared isomer or geometry (same formula, charge and spin)**: 203.2 kJ/mol
**LUMO**: 0.17 eV
**Net charge**: 0
**M**: 98.06 g/mol
**E_tot**: -375.434142 Ha

ORCA calculation (ωB97M-V with the def2-TZVPD basis set) on C2H5Br4N2 as an isolated structure at a distorted geometry.

Geometry as XYZ:
```
13
Properties=species:S:1:pos:R:3
C -1.10188 -2.63012 -0.57044
C -0.97145 -1.38716 0.07552
N -0.14928 -3.54195 -0.57591
N -0.07647 2.73045 0.12299
Br 0.30448 1.68968 -1.81173
Br -2.54996 -2.91930 -1.67140
Br 0.67012 -0.81677 0.95970
Br -2.42971 -0.23513 0.22956
H 0.67467 -3.21935 0.03963
H -0.16776 -4.37936 -1.04990
H 0.64397 3.44106 0.10504
H -0.92750 3.34579 -0.07390
H 0.23653 2.37614 1.03599
```

**Energy relative to the best compared isomer or geometry (same formula, charge and spin)**: 138.2 kJ/mol
**LUMO (spin up / spin down)**: -4.17 / -7.22 eV
**Net charge**: +1
**M**: 376.69 g/mol
**E_tot**: -10484.400067 Ha

ORCA calculation (ωB97M-V with the def2-TZVPD basis set) on C16H31Cl12NO4PS2 as an isolated structure at a distorted geometry.

Geometry as XYZ:
```
67
Properties=species:S:1:pos:R:3
C 5.78642 -1.91605 1.03759
C 5.87029 -0.73171 0.93142
S 6.25365 0.93799 0.50130
O 6.36089 1.72854 1.68597
O 7.48843 0.82190 -0.21617
N 5.11404 1.34884 -0.53640
S 3.80934 2.07035 0.08436
O 2.92245 2.31953 -1.04382
O 4.03236 3.27569 0.84327
P 2.75892 0.66352 1.34508
C 1.15101 1.53987 1.57712
C 2.32812 -0.71921 0.21807
H 5.89535 -2.94684 1.24302
H 0.38749 1.17880 0.89443
H 1.34949 2.57870 1.32522
H 0.83904 1.45806 2.60515
H 3.20759 -1.25929 -0.10462
H 1.61534 -1.37905 0.71430
H 1.80311 -0.28009 -0.63250
Cl 2.71793 -5.66680 1.21570
C 0.96888 -5.48114 1.50679
C 0.24476 -4.93742 0.30241
Cl 0.67712 -3.24404 -0.03202
H 0.84044 -4.83581 2.37187
H 0.58209 -6.46929 1.75211
H -0.83018 -4.96345 0.47879
H 0.45850 -5.52111 -0.58899
Cl -1.15884 3.25731 2.65623
C -1.03772 4.53060 1.41731
C -2.32531 4.73198 0.65877
Cl -2.74031 3.36157 -0.40392
H -0.21653 4.27058 0.75218
H -0.77853 5.44998 1.93958
H -2.23266 5.60564 0.01550
H -3.16232 4.89006 1.33409
Cl -0.72686 -1.71345 -2.57402
C -0.49930 -2.38296 -4.20588
C -0.88387 -3.83646 -4.29343
Cl 0.23507 -4.89355 -3.39130
H 0.53926 -2.22938 -4.48846
H -1.12888 -1.79995 -4.87707
H -0.85145 -4.16062 -5.33290
H -1.88458 -4.00446 -3.90973
Cl -5.78538 5.60650 -0.63189
C -5.94462 5.25545 -2.37171
C -6.77947 4.02763 -2.62996
Cl -5.96047 2.53899 -2.09639
H -4.94536 5.15029 -2.78655
H -6.41995 6.12251 -2.82746
H -6.96103 3.92356 -3.69849
H -7.73960 4.08490 -2.12370
Cl 6.07604 -0.58930 3.63858
C 5.49324 -0.74706 5.31092
C 6.61265 -0.79454 6.31866
Cl 7.57004 -2.30038 6.20274
H 4.87372 -1.63946 5.36600
H 4.86526 0.12137 5.50944
H 6.20617 -0.76058 7.32881
H 7.29212 0.04369 6.19164
Cl -5.47956 -1.69060 -0.94797
C -6.58537 -0.87242 -2.07938
C -7.09999 -1.80199 -3.14720
Cl -5.82669 -2.29905 -4.29212
H -6.06023 -0.02530 -2.50952
H -7.41980 -0.49512 -1.49058
H -7.86700 -1.29638 -3.73160
H -7.53162 -2.70181 -2.71700
```

**LUMO**: 1.62 eV
**Net charge**: -1
**M**: 821.97 g/mol
**E_tot**: -7643.950566 Ha

ORCA calculation (ωB97M-V with the def2-TZVPD basis set) on a 8-piece molecular cluster, C6H24N2O12 overall at a distorted geometry.

Geometry as XYZ:
```
44
Properties=species:S:1:pos:R:3
N -2.05215 0.94177 3.55540
O -3.31232 0.94599 3.49130
O -1.41865 2.02781 3.36361
O -1.42035 -0.11293 3.79291
N -0.34503 -0.45572 0.54521
O 0.41541 0.52755 0.36405
O -0.08918 -1.34129 1.36052
O -1.41285 -0.55423 -0.15381
C -4.34321 -1.65194 1.88470
O -3.03219 -2.17289 1.81240
H -4.79615 -1.90452 2.83890
H -4.30977 -0.57902 1.67734
H -4.97298 -2.06157 1.06994
H -2.62119 -1.81749 1.00614
C 0.98092 -1.81120 -2.60864
O 1.96543 -2.84644 -2.60102
H 1.40757 -0.96287 -2.07914
H 0.71966 -1.50697 -3.62971
H 0.04420 -2.11014 -2.13025
H 1.57184 -3.61582 -3.01990
C -2.30316 1.38739 -2.90443
O -0.95298 1.30769 -2.45387
H -2.45700 2.37638 -3.34448
H -2.49391 0.66846 -3.71009
H -3.01288 1.24456 -2.09050
H -1.02896 0.60381 -1.77947
C 2.25753 3.33498 1.56723
O 1.05173 2.78019 2.00595
H 2.77804 3.75597 2.43723
H 2.99168 2.67530 1.08742
H 2.11193 4.16468 0.85876
H 0.90729 1.95715 1.49436
C 2.88731 -3.25237 1.35729
O 1.87765 -3.90316 2.10493
H 3.45428 -3.90926 0.69119
H 2.48256 -2.36731 0.87850
H 3.65541 -2.88595 2.05528
H 2.17068 -4.76421 2.40696
C 1.99990 2.82777 -1.97338
O 1.58390 2.34955 -3.24856
H 3.09096 2.79869 -1.94753
H 1.56474 3.81161 -1.78001
H 1.68243 2.17196 -1.15599
H 0.72186 1.92804 -3.09669
```

**LUMO**: 4.67 eV
**Net charge**: -2
**M**: 316.26 g/mol
**E_tot**: -1255.097560 Ha

ORCA calculation (ωB97M-V with the def2-TZVPD basis set) on C42H48BCsN16O4S3 as an isolated structure.

Geometry as XYZ:
```
115
Properties=species:S:1:pos:R:3
Cs 0.46921 -0.56786 -0.86499
C -6.04350 0.12885 3.40787
C -4.86840 1.02596 3.16954
C -4.78887 2.41843 3.31132
C -3.49580 2.74192 2.93891
C -2.88695 4.10984 2.98912
N -2.86961 1.58545 2.60857
N -3.71985 0.53112 2.74756
B -1.45883 1.25412 2.01971
N -0.77889 2.52712 1.46982
N -1.30333 2.99332 0.30718
C -0.62826 4.08328 -0.00318
C -0.87861 4.78299 -1.29715
C 0.34244 4.35467 0.98096
C 0.22660 3.32797 1.89496
C 1.02274 3.13836 3.14708
N -0.56594 0.58737 3.09500
N 0.50119 -0.11118 2.63362
C 1.15780 -0.54797 3.69752
C 2.41532 -1.34425 3.56175
C 0.50259 -0.13702 4.87460
C -0.59032 0.59070 4.44478
C -1.62228 1.26791 5.28755
H -6.89823 0.69794 3.77670
H -6.34595 -0.37381 2.48697
H -5.80701 -0.64365 4.14223
H -5.55898 3.10399 3.62963
H -3.66248 4.85127 2.79013
H -2.48419 4.32358 3.98528
H -2.09417 4.25566 2.26807
H -1.59590 0.47385 1.10614
H -1.75369 4.35196 -1.78163
H -1.03288 5.85619 -1.16017
H -0.02790 4.64115 -1.96870
H 1.07864 5.14420 0.99688
H 1.89014 3.80060 3.10859
H 0.44667 3.39915 4.03909
H 1.37947 2.11610 3.26685
H 2.67374 -1.44532 2.50911
H 3.24401 -0.85671 4.08375
H 2.30427 -2.34582 3.98426
H 0.78419 -0.33252 5.89810
H -1.26135 1.32088 6.31588
H -1.82864 2.28134 4.94851
H -2.57091 0.72657 5.27544
C 1.40574 2.73307 -4.82247
C 1.11367 2.11975 -3.47770
N 0.00166 1.56961 -3.16981
N -0.99618 1.66046 -4.10855
C -1.75353 0.58355 -4.13969
O -1.55814 -0.51451 -3.54904
C -2.95517 0.72794 -5.04080
C -4.14226 0.07282 -4.72862
C -5.25617 0.19734 -5.54854
C -5.19271 0.95771 -6.70843
C -4.00828 1.60847 -7.03015
C -2.90292 1.50192 -6.19739
C 2.18419 2.13186 -2.45414
C 3.52786 2.10437 -2.83727
C 4.50926 2.02389 -1.86542
C 4.12992 2.02894 -0.53404
C 2.77778 2.09617 -0.24040
N 1.82502 2.13644 -1.16807
H 0.47122 3.06584 -5.26862
H 1.84914 1.99500 -5.49855
H 2.10238 3.56851 -4.73430
H -4.18861 -0.52318 -3.82583
H -6.18165 -0.29979 -5.27832
H -6.05848 1.04446 -7.35467
H -3.94455 2.20464 -7.93341
H -1.98064 2.01797 -6.42719
H 3.79116 2.08141 -3.88646
H 5.55012 1.91275 -2.13809
H 4.85992 1.92961 0.25771
H 2.43033 2.08970 0.78691
C -5.83030 -3.12099 -3.41105
C -4.63437 -3.91878 -3.05412
N -4.48967 -5.19040 -3.25259
N -3.23166 -5.44929 -2.76575
C -2.58781 -4.36768 -2.28177
S -1.06757 -4.27572 -1.62835
N -3.52085 -3.37396 -2.46754
N -3.42157 -2.02873 -2.14320
H -6.56894 -3.77719 -3.86555
H -5.55950 -2.32994 -4.10965
H -6.24844 -2.64411 -2.52473
H -2.84036 -6.37125 -2.80533
H -3.21753 -1.94053 -1.15312
H -2.68520 -1.55826 -2.70028
N 8.08488 -3.64198 4.35501
C 7.46416 -3.25806 3.14765
C 7.78341 -3.89887 1.95409
C 7.18208 -3.50971 0.76636
C 6.26917 -2.46884 0.75560
C 5.95430 -1.81857 1.94060
C 6.54817 -2.20844 3.12868
S 5.46919 -1.96534 -0.76419
O 6.07636 -0.71099 -1.14728
O 5.64973 -3.08224 -1.67096
N 3.96999 -1.67920 -0.33870
C 3.22444 -2.75219 0.04567
S 3.69138 -4.46583 -0.00133
C 2.17510 -4.88838 0.70598
C 1.42702 -3.77686 0.87923
N 2.01483 -2.59328 0.52603
H 8.35236 -4.61500 4.36187
H 7.51721 -3.43730 5.16411
H 8.49307 -4.71983 1.95962
H 7.39367 -4.02974 -0.15876
H 5.21559 -1.02641 1.93074
H 6.28531 -1.70747 4.05430
H 1.89925 -5.91079 0.90489
H 0.42153 -3.76168 1.27844
O -2.27165 -2.62435 1.97994
C -2.81412 -2.01619 1.20359
```

**Energy relative to the best compared isomer or geometry (same formula, charge and spin)**: 38.2 kJ/mol
**LUMO**: 3.75 eV
**Net charge**: -2
**M**: 1080.87 g/mol
**E_tot**: -4046.109357 Ha

ORCA calculation (ωB97M-V with the def2-TZVPD basis set) on a 14-piece molecular cluster, H28O14 overall at a distorted geometry.

Geometry as XYZ:
```
42
Properties=species:S:1:pos:R:3
O 0.66231 2.93119 0.92924
H 1.60831 3.06919 0.79924
H 0.34031 2.44819 0.17024
O 2.84131 0.84919 -1.90076
H 3.62831 1.09419 -2.43976
H 3.30631 0.36219 -1.24776
O -1.95569 -1.66181 0.45424
H -1.93869 -1.44981 1.38924
H -2.64369 -1.08581 0.15624
O -2.29969 1.13819 0.78624
H -2.08769 1.42919 1.66024
H -3.12669 1.60519 0.59724
O 1.18331 -0.28481 -3.82676
H 0.51031 0.35019 -3.80776
H 1.78031 -0.07781 -3.07276
O 0.30131 -3.13081 1.35324
H -0.42669 -2.52481 1.16524
H 0.18231 -3.90181 0.74324
O 2.77131 0.98019 1.19124
H 2.16631 0.56419 0.60124
H 3.62931 0.82019 0.85624
O -1.70369 -0.99981 3.19724
H -0.78969 -0.66781 3.12724
H -2.25969 -0.25081 3.08024
O -1.29269 -1.45281 -4.05476
H -0.64869 -1.34581 -3.30476
H -0.88869 -0.89981 -4.71676
O 0.06431 -2.05581 -1.60476
H -0.78669 -2.49381 -1.49176
H 0.63831 -2.75381 -1.85376
O 0.54531 0.03719 -0.13476
H 0.47231 -0.62781 -0.83076
H -0.26069 -0.13981 0.33924
O -0.94769 1.97119 2.84124
H -0.45269 2.27319 2.05124
H -0.23569 1.87319 3.43224
O 0.92031 -0.27381 2.89724
H 1.25931 0.41219 2.32924
H 1.46531 -0.18781 3.64324
O -1.73369 1.06319 -2.04776
H -2.19869 1.82819 -2.36676
H -1.59869 1.16719 -1.08876
```

**Energy relative to the best compared isomer or geometry (same formula, charge and spin)**: 138.2 kJ/mol
**LUMO**: -0.11 eV
**Net charge**: 0
**M**: 252.21 g/mol
**E_tot**: -1070.148333 Ha

Copy entry 6 word for word.
ORCA calculation (ωB97M-V with the def2-TZVPD basis set) on a 14-piece molecular cluster, H28O14 overall at a distorted geometry.

Geometry as XYZ:
```
42
Properties=species:S:1:pos:R:3
O 0.66231 2.93119 0.92924
H 1.60831 3.06919 0.79924
H 0.34031 2.44819 0.17024
O 2.84131 0.84919 -1.90076
H 3.62831 1.09419 -2.43976
H 3.30631 0.36219 -1.24776
O -1.95569 -1.66181 0.45424
H -1.93869 -1.44981 1.38924
H -2.64369 -1.08581 0.15624
O -2.29969 1.13819 0.78624
H -2.08769 1.42919 1.66024
H -3.12669 1.60519 0.59724
O 1.18331 -0.28481 -3.82676
H 0.51031 0.35019 -3.80776
H 1.78031 -0.07781 -3.07276
O 0.30131 -3.13081 1.35324
H -0.42669 -2.52481 1.16524
H 0.18231 -3.90181 0.74324
O 2.77131 0.98019 1.19124
H 2.16631 0.56419 0.60124
H 3.62931 0.82019 0.85624
O -1.70369 -0.99981 3.19724
H -0.78969 -0.66781 3.12724
H -2.25969 -0.25081 3.08024
O -1.29269 -1.45281 -4.05476
H -0.64869 -1.34581 -3.30476
H -0.88869 -0.89981 -4.71676
O 0.06431 -2.05581 -1.60476
H -0.78669 -2.49381 -1.49176
H 0.63831 -2.75381 -1.85376
O 0.54531 0.03719 -0.13476
H 0.47231 -0.62781 -0.83076
H -0.26069 -0.13981 0.33924
O -0.94769 1.97119 2.84124
H -0.45269 2.27319 2.05124
H -0.23569 1.87319 3.43224
O 0.92031 -0.27381 2.89724
H 1.25931 0.41219 2.32924
H 1.46531 -0.18781 3.64324
O -1.73369 1.06319 -2.04776
H -2.19869 1.82819 -2.36676
H -1.59869 1.16719 -1.08876
```

**Energy relative to the best compared isomer or geometry (same formula, charge and spin)**: 138.2 kJ/mol
**LUMO**: -0.11 eV
**Net charge**: 0
**M**: 252.21 g/mol
**E_tot**: -1070.148333 Ha